C3H5FO | ωB97M-V/def2-TZVPD

```
10
Properties=species:S:1:pos:R:3:forces:R:3:mulliken_charge:R:1
C -2.028082 -1.078439 -0.572707 -3.15 -1.29 1.83 -0.14
C 1.527883 0.977622 0.174023 0.84 2.18 -3.23 -0.54
C 1.316213 0.456265 1.485840 0.14 0.06 1.53 -0.15
O -1.164622 -0.493314 -1.075348 3.16 1.76 -2.35 -0.31
F 0.555914 -0.610501 1.394093 -0.32 -0.44 -0.18 -0.08
H -2.703787 -1.783338 -1.121027 0.33 0.07 0.24 0.23
H 0.545478 1.298028 -0.339359 1.17 -0.36 1.00 0.23
H 1.901310 0.227079 -0.558911 -0.21 -0.02 0.56 0.27
H 2.299591 1.849621 0.130560 -1.60 -1.45 0.37 0.28
H -2.249898 -0.843023 0.482836 -0.36 -0.52 0.23 0.21
```
Positions in Å, forces in eV/Å.

Properties
* highest occupied orbital energy: -8.89 eV
* energy above the lowest of the compared OMol25 structures with the same formula, charge and spin: 90.0 kcal per mole
* gap between HOMO and LUMO: 9.249 eV
* DFT total energy: -292.25291 Eh



C4H5NO | ωB97M-V/def2-TZVPD

```
11
Properties=species:S:1:pos:R:3:forces:R:3:mulliken_charge:R:1
C -0.824569 0.820709 -0.507165 0.50 0.61 -0.11 -1.07
C 0.362112 0.201539 -0.101409 -0.60 -0.27 -0.70 0.80
N 1.506745 0.148573 -0.830179 -0.10 -0.05 0.03 -0.43
C 0.146290 -0.626022 1.037425 0.05 0.08 -0.24 -0.75
C -1.196035 -0.790589 1.082616 -0.32 -0.78 1.36 0.41
O -2.224631 -1.208161 1.453800 0.70 0.43 -0.88 -0.38
H -1.358925 1.450327 0.186729 -0.06 -0.19 0.28 0.27
H -0.957446 1.119045 -1.541356 0.10 -0.05 -0.09 0.31
H 2.125719 -0.640527 -0.742271 -0.07 0.06 0.01 0.22
H 1.550158 0.663695 -1.693549 -0.02 -0.02 0.07 0.22
H 0.870584 -1.138589 1.655359 -0.17 0.19 0.27 0.40
```
Positions in Å, forces in eV/Å.

Properties
* highest occupied orbital energy: -7.91 eV
* energy above the lowest of the compared OMol25 structures with the same formula, charge and spin: 48.3 kcal per mole
* structure (SMILES): C=C(N)C=C=O
* gap between HOMO and LUMO: 8.616 eV
* DFT total energy: -285.33757 Eh



C6H12N3O2 | ωB97M-V/def2-TZVPD

```
23
Properties=species:S:1:pos:R:3:forces:R:3:mulliken_charge:R:1
C 3.529111 -0.259398 -0.887942 -2.26 -1.30 1.18 -0.19
C 2.386279 -1.116382 -0.356428 1.60 -2.34 -2.13 -0.37
C 2.297626 1.014118 0.253664 -0.33 3.57 2.12 -0.10
C -2.270308 1.629486 0.401160 1.83 -1.35 -1.16 -1.86
C -2.202027 0.203603 0.880638 -1.94 1.32 4.30 0.25
C -1.641221 -0.739093 -0.020053 0.08 -2.07 -0.95 0.40
N 3.414587 0.921481 -0.490996 1.44 1.77 -0.62 -0.47
N 1.691923 -0.107746 0.385306 -1.29 -0.72 -0.32 0.46
N -1.541635 -0.471770 -1.307496 1.86 -0.69 -0.37 -0.34
O -1.388691 -1.972943 0.399035 -0.47 1.23 -1.44 -0.43
O 0.597094 -0.406335 0.945265 -1.11 0.25 0.92 -0.66
H 4.347895 -0.510773 -1.419727 2.39 -1.38 -1.86 0.52
H 1.813918 -1.710926 -1.212352 0.71 1.71 1.84 0.23
H 2.135311 2.041078 0.773034 -0.53 -2.39 -0.82 0.36
H -2.765458 1.650140 -0.511991 -1.26 -0.34 -2.03 0.50
H -2.834439 2.338526 0.879926 -0.95 1.34 2.25 0.42
H -1.316587 1.994196 0.116457 1.20 0.67 0.37 0.43
H -1.622417 0.033754 1.883684 -1.01 0.66 -1.70 0.31
H -3.309156 0.013839 1.137589 1.58 -0.72 -0.43 0.31
H 2.764447 -1.959618 0.294274 -0.42 1.08 -0.33 0.30
H -0.863749 -1.053633 -1.851953 -1.27 0.55 0.49 0.30
H -1.659313 0.494298 -1.635060 0.01 -0.75 0.38 0.23
H -1.563195 -2.025902 1.343962 0.15 -0.09 0.34 0.40
```
Positions in Å, forces in eV/Å.

Properties
* highest occupied orbital energy (alpha / beta): -12.37 / -12.37 eV
* energy above the lowest of the compared OMol25 structures with the same formula, charge and spin: 105.3 kcal per mole
* charge: +1
* gap between HOMO and LUMO (alpha / beta): 8.660 / 8.659 eV
* DFT total energy: -550.20582 Eh



C45H52F5IN7O8PS | ωB97M-V/def2-TZVPD

```
120
Properties=species:S:1:pos:R:3:forces:R:3:mulliken_charge:R:1
H -5.663692 2.963830 -0.918228 -0.01 0.04 0.02 0.24
N -5.415236 2.568554 -1.826493 -0.09 0.14 -0.02 -0.65
C -4.524528 1.689577 -1.706392 0.01 -0.20 -0.14 -0.11
C -3.900112 1.204962 -0.425362 -0.02 0.04 0.27 -0.75
C -2.460029 1.590770 -0.295531 0.07 -0.24 0.01 0.93
C -1.413809 0.920985 -0.787652 -0.22 -0.05 0.23 0.63
O -1.515744 -0.193771 -1.542172 -0.42 0.19 -0.11 -0.53
C -1.056960 -1.417833 -0.945876 0.23 -0.20 -0.08 -0.15
C -2.095206 -2.511126 -1.142946 0.11 -0.14 0.07 -0.68
C -3.007081 -2.770738 0.062892 -0.14 0.07 -0.03 -1.21
C -0.066640 1.542076 -0.621667 0.00 0.22 0.22 0.19
O 0.747073 1.516485 -1.507010 0.32 -0.29 -0.27 -0.59
C 0.168982 2.213527 0.710567 0.32 0.10 0.05 0.28
C 1.412304 2.217120 1.352702 -0.25 0.16 -0.02 -0.20
C 2.599785 1.653754 0.605457 0.06 0.01 -0.08 0.27
C 3.303831 2.569919 -0.427088 0.13 -0.08 -0.05 -0.69
C 4.827996 2.405899 -0.446368 -0.11 0.02 -0.13 -1.27
I 2.764206 4.648946 -0.287083 -0.06 0.13 -0.07 0.03
C 1.493576 2.790393 2.647588 -0.39 0.23 -0.06 0.41
P 3.153849 2.694095 3.456036 0.08 -0.02 0.35 1.24
O 3.359462 3.385793 4.722738 0.22 -0.31 -0.25 -0.72
O 4.183650 3.144299 2.334400 -0.02 0.10 0.11 -0.44
O 3.416567 1.125451 3.518539 0.02 -0.04 -0.09 -0.62
C 0.346372 3.380829 3.253987 0.02 -0.52 -0.27 0.10
C 0.555744 4.088079 4.613092 0.23 -0.06 -0.16 0.63
F 1.569745 4.958258 4.454996 -0.43 0.32 0.01 -0.28
F -0.505528 4.831760 4.967041 -0.46 0.03 -0.14 -0.22
C 0.839008 3.166223 5.876263 0.00 0.08 -0.01 0.72
F 1.725757 3.719078 6.679044 -0.17 -0.09 0.01 -0.24
F 1.217634 1.929355 5.525501 0.09 -0.02 -0.04 -0.27
F -0.294034 3.006942 6.577565 -0.17 0.06 -0.07 -0.25
C -0.897628 3.349808 2.559954 0.48 0.28 0.50 0.10
S -2.553653 3.872487 3.141575 -0.04 0.29 0.16 1.72
C -2.802199 3.022228 4.671874 -0.13 0.10 0.33 -1.11
O -3.506561 3.246734 2.261777 -0.09 -0.30 0.36 -0.73
O -2.575208 5.295932 3.295998 0.06 -0.17 -0.03 -0.68
C -0.938407 2.818458 1.285756 0.11 -0.16 -0.13 0.10
C -2.123013 2.888164 0.350455 0.00 0.02 -0.20 -1.00
O -2.644663 3.918461 0.036670 0.17 0.35 -0.45 -0.55
H -4.165948 1.195951 -2.608234 0.07 -0.01 -0.12 0.42
H -4.450029 1.612542 0.423053 -0.01 0.09 0.03 0.29
H -3.961771 0.117874 -0.365291 -0.04 -0.09 -0.17 -0.06
H -0.870828 -1.260287 0.118996 0.03 0.07 0.09 0.42
H -0.113080 -1.697011 -1.415740 0.01 0.11 -0.11 0.03
H -2.681229 -2.251970 -2.021769 -0.01 0.03 -0.11 0.33
H -1.561867 -3.425618 -1.397519 0.04 -0.09 0.00 0.42
H -2.696533 -2.195286 0.934023 0.03 0.05 0.08 0.33
H -2.994098 -3.818249 0.351286 0.01 -0.09 0.02 0.35
H -4.044592 -2.515147 -0.140692 -0.07 0.06 -0.02 0.30
H 2.256536 0.800607 0.029173 -0.01 -0.14 0.00 -1.54
H 3.362795 1.281441 1.267379 0.05 -0.03 0.21 1.08
H 2.919783 2.309514 -1.401503 -0.20 0.09 -0.07 0.93
H 5.158940 2.229695 -1.467134 0.06 0.02 -0.08 0.34
H 5.129319 1.551676 0.154460 0.05 -0.08 0.06 0.38
H 5.349933 3.281745 -0.078384 0.07 0.00 0.12 0.31
H 4.283425 4.107105 2.375985 0.16 0.01 -0.11 0.32
H 2.642206 0.601212 3.291366 -0.01 -0.11 0.09 0.46
H -2.914095 3.749352 5.466008 0.12 0.11 0.15 0.28
H -2.005859 2.323180 4.881891 0.23 -0.07 0.03 0.38
H -3.728513 2.477032 4.528783 -0.08 -0.02 0.02 0.54
C 2.698429 -1.700575 -1.102074 -0.04 0.03 -0.03 0.42
C 2.940824 -0.968010 -2.298641 0.03 0.04 0.06 0.15
C 3.933289 -1.622215 -2.975878 0.01 -0.04 0.00 -1.53
N 4.294333 -2.720147 -2.237998 0.04 -0.07 -0.05 0.37
C 3.546191 -2.774482 -1.092717 0.04 -0.06 0.01 -2.27
H 1.981715 -1.469589 -0.331947 -0.01 0.00 0.01 0.87
H 2.442765 -0.068129 -2.620168 -0.05 -0.01 0.01 0.62
H 4.405304 -1.403484 -3.918867 -0.03 -0.01 -0.02 0.54
H 4.991120 -3.395110 -2.497774 -0.09 -0.11 -0.02 0.32
H 3.682169 -3.566466 -0.375010 0.04 0.03 0.03 0.55
C -7.902867 0.473841 -2.978315 0.00 -0.04 -0.03 -0.16
C -8.515802 0.351764 -1.700613 0.03 0.00 0.00 -0.38
C -9.496201 -0.598793 -1.803553 0.01 -0.01 -0.01 -0.57
N -9.499739 -1.055951 -3.092780 0.01 0.00 -0.01 0.03
C -8.532979 -0.408032 -3.814558 -0.02 -0.03 0.03 -0.71
H -7.097547 1.137314 -3.243043 -0.01 0.04 0.02 0.47
H -8.266475 0.904040 -0.810016 0.00 0.01 0.00 0.41
H -10.187908 -0.984363 -1.074717 -0.01 0.00 0.01 0.37
H -10.119670 -1.755359 -3.454972 -0.01 -0.01 -0.01 0.18
H -8.377077 -0.628337 -4.856418 0.00 0.01 -0.01 0.37
C 1.071768 -7.336522 -0.234720 -0.01 -0.02 -0.02 -0.73
C 1.206132 -7.853308 -1.552930 -0.01 0.01 0.04 -0.51
C 1.701435 -6.846291 -2.337495 0.01 0.00 -0.01 -0.55
N 1.870491 -5.744407 -1.545864 0.04 0.06 -0.04 0.19
C 1.489242 -6.032544 -0.263571 0.01 0.02 -0.02 -0.24
H 0.709779 -7.862046 0.632705 0.00 -0.01 0.01 0.42
H 0.965580 -8.848760 -1.885310 0.00 -0.01 0.00 0.41
H 1.948735 -6.818997 -3.385171 0.00 -0.03 -0.01 0.38
H 2.215148 -4.853433 -1.857730 -0.06 0.04 0.01 0.23
H 1.546963 -5.290767 0.514834 -0.01 0.00 0.01 0.41
C 9.784448 -2.642546 -1.804711 0.01 -0.02 0.01 -0.45
C 9.133914 -3.555683 -0.929978 0.02 0.01 -0.01 -0.62
C 7.792039 -3.478469 -1.184360 -0.04 0.02 -0.04 -0.18
N 7.607422 -2.555481 -2.179740 0.05 -0.05 -0.04 0.10
C 8.816816 -2.042017 -2.562982 -0.02 -0.03 0.00 -0.53
H 10.841757 -2.449323 -1.866930 0.01 0.00 0.00 0.39
H 9.599007 -4.192369 -0.196887 0.01 -0.01 0.01 0.39
H 6.959410 -3.997727 -0.740318 0.00 0.01 0.03 0.34
H 6.721790 -2.292359 -2.566485 0.02 0.21 0.07 0.17
H 8.884930 -1.297318 -3.336815 0.01 0.01 0.00 0.37
C -6.399445 6.410661 6.617776 0.00 -0.02 -0.03 -0.51
C -5.738546 6.243230 5.368349 -0.02 -0.05 0.02 -0.34
C -4.442649 6.655283 5.530910 0.02 0.03 0.11 -0.74
N -4.298230 7.063299 6.829752 -0.01 -0.01 0.01 0.01
C -5.483598 6.919361 7.498882 0.04 -0.01 -0.02 -0.48
H -7.428568 6.185237 6.841471 -0.01 0.00 0.00 0.39
H -6.164469 5.865096 4.454111 -0.01 0.01 -0.02 0.46
H -3.619299 6.685956 4.840416 0.00 0.01 -0.04 0.65
H -3.449565 7.417694 7.228988 0.01 0.02 0.00 0.21
H -5.573829 7.187787 8.537172 -0.01 0.00 0.01 0.39
C 1.223732 -5.620274 -7.248753 0.00 -0.01 0.02 -0.70
C 1.417214 -5.416779 -5.855272 -0.02 0.01 0.01 -0.17
C 2.698365 -4.964291 -5.683453 0.01 -0.01 -0.02 -0.42
N 3.284668 -4.889486 -6.917708 0.00 0.01 0.01 0.00
C 2.393276 -5.286792 -7.875942 0.02 0.01 0.01 -0.44
H 0.328547 -5.972041 -7.732337 -0.01 0.00 0.00 0.38
H 0.695333 -5.582324 -5.073025 -0.02 0.01 0.00 0.49
H 3.239473 -4.689567 -4.793697 0.00 0.01 0.01 0.29
H 4.225649 -4.592628 -7.094865 0.02 0.00 -0.01 0.19
H 2.665154 -5.298096 -8.916994 0.00 -0.01 -0.01 0.38
```
Positions in Å, forces in eV/Å.

Properties
* highest occupied orbital energy: -8.13 eV
* energy above the lowest of the compared OMol25 structures with the same formula, charge and spin: 0.0 kcal per mole
* structure (SMILES): [H]/N=C\CC1=C(OCCC)C(=O)c2c(C[C@H](C)I)c(P(=O)(O)O)c(C(F)(F)C(F)(F)F)c(S(C)(=O)=O)c2C1=O.c1cc[nH]c1.c1cc[nH]c1.c1cc[nH]c1.c1cc[nH]c1.c1cc[nH]c1.c1cc[nH]c1
* gap between HOMO and LUMO: 6.752 eV
* DFT total energy: -4267.68453 Eh